# C8H9NO2

A structure of composition C8H9NO2 in a non-equilibrium geometry (ωB97M-V/def2-TZVPD, the Open Molecules 2025 dataset).

Structure (XYZ):
```
20
Properties=species:S:1:pos:R:3:forces:R:3:mulliken_charge:R:1
C 1.080630 -2.444273 -0.831239 5.5 8.1 -6.1 -0.974
C 0.238729 -0.213999 -0.189547 3.5 0.0 -4.9 0.917
C 1.143204 0.367591 -1.431792 -10.0 10.3 9.5 -1.168
C 0.925186 1.831748 -1.481257 -3.5 -12.3 9.9 -0.859
C 0.250312 2.511602 -0.495668 -2.6 3.0 -1.5 -0.475
C -0.474985 1.881675 0.487014 -1.7 4.3 2.4 -0.090
C -0.544599 0.554876 0.616426 1.3 -1.8 1.4 0.269
C -1.149400 0.013376 1.886972 -2.0 -4.2 -9.9 0.290
H 0.764766 -3.144686 -0.292465 -1.5 -7.9 2.6 0.516
H 2.378467 -2.224719 -0.746040 -3.9 -0.6 0.2 0.292
H 0.998861 -2.301424 -2.189431 -0.6 -0.8 4.4 0.285
H 1.558230 -0.383609 -1.710416 5.8 -7.7 -4.9 0.725
H 1.235877 2.349224 -2.097988 5.9 8.4 -11.2 0.778
H -0.091124 3.640856 -0.838418 1.4 -2.8 1.4 0.170
H -1.086750 2.507261 1.340032 1.7 -1.4 -2.4 0.165
H -2.506592 -1.120586 2.603583 0.7 -1.0 -3.0 0.277
H -1.878061 -1.701064 0.849988 -0.6 1.2 1.8 0.269
N -2.070509 -0.980154 1.603903 -0.8 -1.0 1.9 -0.531
O 0.287656 -1.575446 -0.002684 0.0 1.8 -0.7 -0.389
O -1.059897 0.431750 2.919026 1.4 4.4 9.0 -0.470
```
Forces are in eV/Å.

Properties
ΔE to the lowest compared entry with this formula, charge and spin = 180.38 kcal per mole
max |F| = 0.3350 Eh/bohr
total charge = 0
HOMO energy = -8.60 eV

# C4H12

A cluster of 2 separate species, C4H12 in total in a non-equilibrium geometry (ωB97M-V/def2-TZVPD, the Open Molecules 2025 dataset).

Structure (XYZ):
```
16
Properties=species:S:1:pos:R:3:forces:R:3:mulliken_charge:R:1
C 0.490473 0.766514 0.979658 0.9 -1.0 -1.9 -0.649
C 0.367070 2.071423 1.667923 -1.5 2.6 1.1 -1.051
H 0.124399 0.743410 -0.085030 0.2 0.5 1.2 0.154
H 1.534451 0.337442 0.890891 -0.8 1.0 0.4 0.289
H -0.032002 -0.016169 1.476018 -0.8 -0.6 0.5 0.369
H 0.355449 2.043104 2.773402 0.4 -0.4 -0.4 0.287
H -0.584324 2.696018 1.498901 0.9 -1.4 -0.3 0.274
H 1.116173 2.801293 1.383544 0.5 -0.1 -0.1 0.298
C -1.146026 -1.538651 -1.324827 -1.9 2.2 1.7 -0.806
C 0.355751 -1.422738 -1.323050 0.8 0.1 0.0 -0.626
H -1.618737 -2.460859 -1.067919 0.2 -0.9 0.3 0.322
H -1.660239 -0.756584 -0.594407 1.3 -1.5 -1.1 0.195
H -1.620964 -1.217212 -2.235157 0.2 -0.1 -0.8 0.292
H 0.743185 -0.987271 -0.392804 -0.2 -0.6 -0.5 0.035
H 0.624229 -0.736592 -2.121552 0.2 0.2 0.0 0.279
H 0.951119 -2.323123 -1.525589 -0.6 -0.1 0.1 0.338
```
Forces are in eV/Å.

Properties
SMILES = CC.CC
ΔE to the lowest compared entry with this formula, charge and spin = 18.33 kcal per mole
max |F| = 0.0659 Eh/bohr
total charge = 0
HOMO energy = -11.27 eV

# C2H6ClNO3S

A cluster of 2 separate species, C2H6ClNO3S in total in a non-equilibrium geometry (ωB97M-V/def2-TZVPD, the Open Molecules 2025 dataset).

Structure (XYZ):
```
14
Properties=species:S:1:pos:R:3:forces:R:3:mulliken_charge:R:1
C -1.442257 1.236529 -0.436614 -1.0 0.4 -0.7 -0.668
C -1.691710 -0.069188 0.196900 -0.3 -2.3 1.5 0.036
N -1.191983 -1.218065 -0.104351 0.4 1.6 0.3 -0.517
O 2.194141 0.651406 -1.187306 -0.4 -1.3 1.5 -0.610
O 1.628091 -1.686337 -0.452509 1.4 -0.3 -0.2 -0.522
O 2.562404 -0.071447 1.200522 -1.9 -0.6 -0.4 -0.473
S 1.532650 -0.079306 -0.089729 -0.2 0.0 -0.6 0.909
Cl -1.007114 2.492550 0.775167 1.1 -0.4 0.1 -0.160
H -2.379027 1.715640 -0.616504 -1.0 -0.4 -0.9 0.366
H -0.915416 1.170832 -1.390877 0.7 0.4 0.6 0.383
H -2.388741 -0.041150 1.055347 0.5 0.4 -0.1 0.316
H -1.297421 -1.863768 0.690761 -0.9 0.1 -0.6 0.254
H 3.399842 0.204696 0.883590 1.8 0.5 -0.6 0.316
H 0.996545 -2.442394 -0.524400 -0.1 1.9 0.3 0.370
```
Forces are in eV/Å.

Properties
ΔE to the lowest compared entry with this formula, charge and spin = 35.78 kcal per mole
max |F| = 0.0528 Eh/bohr
total charge = 0
HOMO energy = -9.95 eV

# C5H8N2S

An isolated molecule of C5H8N2S in a non-equilibrium geometry (ωB97M-V/def2-TZVPD, the Open Molecules 2025 dataset).

Structure (XYZ):
```
16
Properties=species:S:1:pos:R:3:forces:R:3:mulliken_charge:R:1
C -0.181887 -2.352540 0.391836 0.3 -0.6 0.5 0.065
C 0.227170 -1.329986 -0.088455 -0.3 -0.1 -0.4 -0.685
C 0.524706 -0.027368 -0.734248 -2.1 -0.3 0.1 0.448
C 1.965391 0.067708 -1.177740 0.1 0.3 -0.2 -1.272
N 0.037131 1.080923 0.122413 3.1 0.4 -0.2 -0.424
N -1.294600 1.207804 0.373039 0.6 0.0 -0.3 -0.045
C -1.896902 0.557066 1.353937 -0.8 -0.8 0.5 -0.136
S -3.470494 0.767685 1.774892 0.4 -0.1 0.1 -0.355
H -0.408005 -3.291550 0.885644 0.0 0.7 -0.4 0.411
H -0.165636 0.067656 -1.581696 0.3 -0.4 -0.2 0.210
H 2.596206 -0.063838 -0.295216 0.3 0.2 -0.3 0.335
H 2.146327 1.021093 -1.692304 0.0 -0.1 0.4 0.343
H 2.197774 -0.714738 -1.918952 -0.2 0.1 0.5 0.353
H 0.675316 1.241160 0.912076 -0.9 0.0 -0.2 0.297
H -1.734437 1.967474 -0.105370 -0.5 0.3 -0.1 0.196
H -1.218059 -0.198548 1.780145 -0.4 0.3 0.1 0.259
```
Forces are in eV/Å.

Properties
SMILES = C#C[C@H](C)NNC=S
ΔE to the lowest compared entry with this formula, charge and spin = 79.78 kcal per mole
max |F| = 0.0612 Eh/bohr
total charge = 0
HOMO energy = -8.37 eV

Q: Which value of HOMO energy does entry 1 give?
A: -8.60 eV